1.
C7H20BrFeN2O3 | ωB97M-V/def2-TZVPD

## Properties
gap between HOMO and LUMO (alpha / beta) = 4.668 / 2.777 eV
⟨S²⟩ = 8.7656
charge = +2
2S+1 = 6

Each line ends with the Löwdin charge.
Element x y z (Å)
Fe (9.74, 13.61, 11.19)  1.07
Br (11.03, 15.36, 10.22)  0.29
C (14.62, 14.21, 11.63)  -0.62
O (13.84, 13.37, 11.20)  -0.03
N (14.11, 15.45, 12.05)  0.13
N (15.98, 14.00, 11.78)  0.17
H (14.62, 16.15, 12.55)  0.09
H (13.16, 15.61, 11.81)  -0.03
H (16.58, 14.66, 12.23)  0.10
H (16.40, 13.10, 11.61)  0.12
C (11.10, 18.78, 12.80)  0.01
C (9.88, 19.15, 11.95)  -0.40
C (10.30, 20.10, 10.82)  0.01
O (9.20, 18.05, 11.39)  0.12
H (10.87, 18.13, 13.65)  0.10
H (11.45, 19.73, 13.20)  0.12
H (11.88, 18.32, 12.19)  0.09
H (9.14, 19.61, 12.61)  0.16
H (9.53, 20.13, 10.05)  0.09
H (11.26, 19.80, 10.40)  0.09
H (10.38, 21.12, 11.22)  0.12
H (9.80, 17.60, 10.74)  0.04
C (8.77, 18.15, 7.19)  -0.01
C (10.07, 17.61, 6.56)  -0.43
C (11.27, 18.34, 7.13)  -0.04
O (10.17, 16.23, 6.88)  0.01
H (8.95, 18.48, 8.22)  0.05
H (7.98, 17.41, 7.18)  0.09
H (8.48, 19.05, 6.64)  0.10
H (10.02, 17.68, 5.48)  0.15
H (11.17, 18.53, 8.20)  0.05
H (11.50, 19.24, 6.56)  0.10
H (12.18, 17.75, 6.99)  0.10
H (10.40, 16.12, 7.80)  -0.02

2.
C3H6OS | ωB97M-V/def2-TZVPD

## Properties
gap between HOMO and LUMO = 8.958 eV

Each line ends with the Löwdin charge.
Element x y z (Å)
C (-1.02, -0.96, -0.08)  -0.16
C (1.14, -0.28, 0.03)  -0.81
C (0.45, 1.09, -0.02)  -0.11
H (-1.95, -1.81, -0.55)  0.18
H (-1.48, -0.27, 0.78)  0.12
H (-0.98, -0.26, -0.92)  0.04
H (0.08, 1.25, 1.06)  0.13
H (-0.15, 1.32, -0.77)  0.02
H (0.91, 2.02, 0.25)  0.07
O (0.30, -1.43, 0.25)  -0.20
S (2.72, -0.67, -0.04)  0.73

3.
C32H55HgN4OP2 | ωB97M-V/def2-TZVPD

## Properties
gap between HOMO and LUMO = 4.198 eV
charge = +1

Each line ends with the Löwdin charge.
Element x y z (Å)
C (1.27, -1.80, -2.16)  -0.29
C (-0.91, -1.06, -2.23)  -0.26
C (1.23, -2.30, -3.44)  -0.03
C (-0.96, -1.43, -3.61)  -0.02
C (0.13, -2.05, -4.22)  -0.04
H (2.06, -2.87, -3.81)  0.12
H (-1.91, -1.27, -4.13)  0.11
H (0.05, -2.34, -5.23)  0.11
N (0.25, -1.14, -1.56)  0.09
P (3.03, -1.15, 0.14)  0.89
P (-3.06, 0.21, -0.44)  1.17
C (2.52, -2.18, -1.30)  -0.25
H (2.28, -3.16, -0.86)  0.07
H (3.38, -2.31, -1.97)  0.07
C (-0.41, 1.06, 2.21)  -0.38
O (-0.91, 0.56, 3.15)  -0.11
C (-2.30, -1.05, -1.54)  -0.15
H (-3.04, -0.96, -2.46)  0.12
C (-4.86, -0.29, -0.47)  -0.60
C (-2.88, 2.04, -0.43)  -0.65
C (3.36, -2.26, 1.62)  -0.68
C (4.52, -0.32, -0.55)  -0.72
C (-5.28, -0.60, 0.99)  -0.05
H (-5.12, 0.28, 1.61)  0.09
H (-6.33, -0.85, 0.95)  0.09
H (-4.77, -1.44, 1.45)  0.06
C (-5.81, 0.78, -0.97)  -0.10
H (-5.85, 1.67, -0.35)  0.07
H (-5.66, 1.04, -2.02)  0.09
H (-6.77, 0.29, -0.88)  0.10
C (-5.05, -1.46, -1.43)  -0.08
H (-6.01, -1.89, -1.18)  0.10
H (-5.12, -1.13, -2.47)  0.10
H (-4.30, -2.26, -1.40)  0.05
C (-3.62, 2.59, 0.78)  -0.05
H (-3.16, 2.28, 1.73)  0.10
H (-3.48, 3.66, 0.66)  0.10
H (-4.69, 2.39, 0.79)  0.06
C (-1.40, 2.38, -0.37)  -0.15
H (-0.93, 2.03, 0.53)  -0.06
H (-0.82, 2.05, -1.24)  0.06
H (-1.39, 3.46, -0.31)  0.09
C (-3.46, 2.57, -1.74)  -0.06
H (-4.53, 2.52, -1.78)  0.05
H (-3.20, 3.61, -1.68)  0.09
H (-2.99, 2.14, -2.63)  0.10
C (4.99, 0.68, 0.51)  -0.09
H (5.89, 1.18, 0.11)  0.09
H (4.22, 1.44, 0.69)  0.06
H (5.25, 0.19, 1.46)  0.07
C (4.08, 0.43, -1.82)  -0.10
H (3.81, -0.23, -2.66)  0.08
H (3.24, 1.10, -1.61)  0.03
H (4.93, 1.06, -2.14)  0.10
C (5.68, -1.25, -0.96)  -0.09
H (6.41, -0.63, -1.50)  0.09
H (6.20, -1.69, -0.11)  0.06
H (5.39, -2.07, -1.63)  0.08
C (2.45, -3.52, 1.58)  -0.10
H (2.75, -4.23, 0.79)  0.08
H (2.52, -4.05, 2.55)  0.10
H (1.39, -3.25, 1.45)  0.05
C (3.01, -1.45, 2.89)  -0.12
H (1.96, -1.13, 2.88)  0.04
H (3.17, -2.08, 3.78)  0.09
H (3.65, -0.56, 2.97)  0.07
C (4.81, -2.75, 1.70)  -0.10
H (5.13, -3.30, 0.81)  0.08
H (5.51, -1.93, 1.89)  0.07
H (4.90, -3.44, 2.56)  0.10
Hg (1.24, 0.29, 0.58)  0.78
N (-2.68, -0.95, 0.84)  0.05
C (-2.48, -1.83, -0.08)  -0.22
C (-2.43, -3.42, 0.43)  -0.50
C (-3.53, -4.25, -0.20)  -0.06
C (-1.08, -4.02, 0.14)  -0.05
C (-2.64, -3.44, 1.96)  -0.05
H (-4.53, -3.92, 0.13)  0.09
H (-3.46, -4.27, -1.27)  0.08
H (-3.40, -5.27, 0.17)  0.09
H (-0.30, -3.55, 0.76)  0.06
H (-1.11, -5.09, 0.35)  0.10
H (-0.77, -3.90, -0.89)  0.08
H (-2.57, -4.49, 2.29)  0.10
H (-1.91, -2.83, 2.49)  0.09
H (-3.63, -3.07, 2.24)  0.07
N (2.26, 4.66, -0.48)  0.06
C (1.99, 4.50, -1.85)  -0.06
C (1.66, 3.16, -1.98)  -0.16
N (1.75, 2.52, -0.75)  -0.06
C (2.09, 3.46, 0.13)  -0.20
H (2.53, 5.52, -0.01)  0.16
H (2.04, 5.28, -2.56)  0.09
H (1.38, 2.64, -2.89)  0.10
H (2.21, 3.34, 1.19)  0.12

4.
C11H10O2 | ωB97M-V/def2-TZVPD

## Properties
gap between HOMO and LUMO = 9.938 eV

Each line ends with the Löwdin charge.
Element x y z (Å)
C (1.45, -0.60, 2.31)  -0.10
C (0.96, -1.62, 1.55)  -0.11
C (0.84, 0.65, 2.38)  -0.06
C (-0.22, -1.46, 0.90)  -0.04
C (-0.29, 0.87, 1.62)  -0.03
C (-0.85, -0.19, 0.96)  -0.18
C (-1.89, 1.08, -0.95)  -0.10
C (-2.91, 1.84, -0.20)  -0.43
C (-0.95, 1.31, -1.80)  -0.06
C (-2.07, 0.05, 0.13)  -0.20
C (0.22, 0.38, -1.94)  -0.06
O (-3.41, 2.92, -0.30)  0.14
O (-3.03, 0.90, 0.79)  0.10
H (2.48, -0.82, 2.67)  0.12
H (1.78, -2.33, 1.50)  0.11
H (1.21, 1.49, 2.99)  0.11
H (-0.86, -2.15, 0.36)  0.12
H (-0.70, 1.88, 1.43)  0.14
H (-0.92, 2.19, -2.41)  0.12
H (-2.65, -0.72, -0.13)  0.12
H (0.10, -0.49, -1.33)  0.05
H (1.17, 0.96, -1.66)  0.11
H (0.31, 0.09, -3.06)  0.11

5.
C30H27N10O2Os | ωB97M-V/def2-TZVPD

## Properties
gap between HOMO and LUMO (alpha / beta) = 8.133 / 5.631 eV
⟨S²⟩ = 6.0541
charge = +3
2S+1 = 5

Each line ends with the Löwdin charge.
Element x y z (Å)
Os (1.15, 0.61, 0.63)  1.53
C (-1.87, -3.03, 3.67)  -0.04
N (-1.14, -1.84, 3.22)  -0.10
C (-0.45, -1.65, 2.11)  -0.09
N (0.07, -0.42, 2.13)  -0.10
C (-0.36, 0.09, 3.34)  -0.15
N (-1.09, -0.75, 4.01)  0.17
C (-3.34, -2.76, 3.92)  -0.17
C (-4.03, -3.61, 4.79)  0.04
C (-5.39, -3.44, 5.04)  0.00
C (-6.08, -2.41, 4.45)  0.05
C (-5.39, -1.54, 3.58)  -0.11
C (-4.02, -1.73, 3.32)  0.05
C (-6.09, -0.47, 2.99)  -0.19
N (-7.38, -0.15, 3.13)  0.18
N (-7.61, 0.92, 2.41)  0.18
C (-6.45, 1.27, 1.82)  -0.19
O (-5.47, 0.41, 2.16)  0.16
C (-6.21, 2.36, 0.95)  -0.11
C (-7.27, 3.22, 0.62)  0.05
C (-7.04, 4.27, -0.23)  0.00
C (-5.77, 4.47, -0.75)  0.04
C (-4.70, 3.62, -0.43)  -0.16
C (-3.34, 3.92, -1.03)  -0.04
N (-2.39, 2.83, -0.86)  -0.11
C (-1.28, 2.78, -0.14)  -0.10
N (-0.70, 1.58, -0.30)  -0.04
C (-1.55, 0.94, -1.16)  -0.17
N (-2.57, 1.66, -1.52)  0.16
C (-4.92, 2.57, 0.42)  0.05
H (-1.39, -3.38, 4.57)  0.15
H (-1.75, -3.79, 2.90)  0.15
H (-0.34, -2.37, 1.32)  0.15
H (-0.10, 1.07, 3.70)  0.13
H (-3.50, -4.42, 5.28)  0.14
H (-5.90, -4.12, 5.72)  0.13
H (-7.13, -2.25, 4.64)  0.14
H (-3.51, -1.04, 2.65)  0.12
H (-8.26, 3.04, 1.04)  0.14
H (-7.84, 4.94, -0.50)  0.13
H (-5.60, 5.30, -1.43)  0.14
H (-2.90, 4.80, -0.57)  0.15
H (-3.43, 4.11, -2.10)  0.15
H (-0.91, 3.59, 0.46)  0.15
H (-1.38, -0.06, -1.52)  0.11
H (-4.13, 1.88, 0.68)  0.12
C (2.46, 1.65, 1.91)  -0.15
C (2.59, 2.30, 0.62)  -0.40
C (2.97, 1.43, -0.46)  -0.18
C (2.73, 1.86, -1.80)  0.00
C (2.17, 3.08, -2.03)  -0.20
C (1.92, 3.99, -0.96)  0.00
C (2.10, 3.61, 0.33)  -0.03
C (1.85, 3.48, -3.38)  -0.16
N (1.52, 3.79, -4.43)  0.22
H (2.06, 2.23, 2.73)  0.08
H (3.26, 0.97, 2.22)  0.09
H (3.69, 0.64, -0.29)  0.12
H (3.03, 1.23, -2.63)  0.14
H (1.57, 4.99, -1.20)  0.14
H (1.92, 4.29, 1.14)  0.14
C (0.70, -2.25, -2.78)  0.04
C (1.42, -1.76, -1.57)  -0.50
N (2.67, -2.12, -1.37)  0.24
O (0.80, -1.02, -0.75)  -0.19
H (1.32, -2.91, -3.39)  0.10
H (0.39, -1.40, -3.38)  0.11
H (-0.20, -2.78, -2.47)  0.11
H (3.14, -2.73, -2.02)  0.15
H (3.17, -1.85, -0.53)  0.13

6.
CH3INOP | ωB97M-V/def2-TZVPD

## Properties
gap between HOMO and LUMO (alpha / beta) = 8.257 / 8.257 eV

Each line ends with the Löwdin charge.
Element x y z (Å)
C (0.93, -0.45, 0.69)  -0.85
N (0.19, 0.05, 1.46)  0.09
O (0.35, -0.38, -1.22)  -0.73
P (-1.09, 0.30, -1.50)  0.69
I (2.73, -1.31, 0.65)  1.01
H (-0.80, 0.19, 1.28)  0.03
H (-0.64, 1.64, -1.16)  -0.10
H (-1.66, -0.03, -0.21)  -0.13

7.
C3H8NP | ωB97M-V/def2-TZVPD

## Properties
gap between HOMO and LUMO = 8.127 eV
SMILES = CC(C)=NP

Each line ends with the Löwdin charge.
Element x y z (Å)
C (0.11, -1.43, 0.07)  -0.08
C (0.34, 0.09, 0.33)  -0.51
C (1.63, 0.85, -0.03)  -0.06
N (-0.63, 0.78, 0.86)  -0.27
P (-1.98, 0.97, -0.25)  0.73
H (-0.50, -1.87, 0.89)  0.08
H (1.06, -2.00, -0.09)  0.07
H (-0.45, -1.55, -0.89)  0.05
H (1.95, 1.56, 0.77)  0.09
H (1.38, 1.49, -0.91)  0.09
H (2.47, 0.19, -0.33)  0.07
H (-3.16, 1.18, 0.53)  -0.14
H (-2.23, -0.27, -0.94)  -0.13

Values of energy above the lowest of the compared OMol25 structures with the same formula, charge and spin, in order: 90.6; 358.5; 513.3; 161.2; 0.8; 275.9; 150.3, all in kJ/mol.